# 1
{
  "formula": "C25H28BBrNO6P",
  "method": "the ωB97M-V functional and the def2-TZVPD basis",
  "homo_lumo_gap_ev": 8.75,
  "energy_ha": -4415.8629,
  "homo_ha": -0.3400,
  "largest_force_ev_per_a": 8.87,
  "species": ["O", "C", "N", "O", "B", "O", "O", "O", "P", "O", "Br", "H", "H", "H", "H", "C", "C", "C", "C", "C", "C", "H", "H", "H", "H", "H", "H", "C", "C", "C", "C", "C", "C", "H", "H", "H", "H", "H", "H", "C", "C", "C", "C", "C", "C", "H", "H", "H", "H", "H", "H", "C", "C", "C", "C", "C", "C", "H", "H", "H", "H", "H", "H"],
  "positions_angstrom": [[-0.40261, 5.33305, 0.58309], [-1.14111, 4.69735, 1.52157], [-2.64833, 4.71035, 1.38796], [-3.22889, 4.03426, 2.39482], [-4.30456, 3.14118, 1.92026], [-4.29338, 2.32718, 0.68675], [-5.53772, 3.08743, 2.78070], [-0.48680, 3.94638, 2.64318], [0.65156, 2.89877, 1.77227], [2.30962, 3.30991, 2.19143], [0.20537, 0.72289, 2.39963], [-3.01602, 5.68364, 1.29084], [-4.92083, 2.68328, -0.01156], [-5.84315, 4.06116, 2.78618], [2.81994, 3.11259, 1.34284], [1.00871, -0.15094, -1.17632], [1.92174, -0.72629, -2.05956], [1.47024, -1.35021, -3.22217], [0.10496, -1.39011, -3.50666], [-0.80776, -0.81142, -2.62522], [-0.35691, -0.19565, -1.45796], [1.36071, 0.33224, -0.26864], [2.98608, -0.68912, -1.84121], [2.18141, -1.80431, -3.90683], [-0.24672, -1.87200, -4.41508], [-1.87157, -0.84118, -2.84789], [-1.06867, 0.25023, -0.76878], [3.20610, -4.32219, -2.07994], [3.64451, -4.98868, -3.22377], [4.59851, -6.00054, -3.11972], [5.10729, -6.35295, -1.86933], [4.66604, -5.68896, -0.72508], [3.71888, -4.67074, -0.83022], [2.46510, -3.53133, -2.16182], [3.24292, -4.71870, -4.19729], [4.94486, -6.51508, -4.01191], [5.84714, -7.14480, -1.78749], [5.06144, -5.96483, 0.24945], [3.37944, -4.14994, 0.06081], [-9.24913, 0.05643, 2.42040], [-9.70302, -0.30834, 1.15325], [-8.89960, -0.09046, 0.03439], [-7.63691, 0.48375, 0.18411], [-7.18153, 0.84506, 1.45177], [-7.98879, 0.63570, 2.56955], [-9.87695, -0.11040, 3.29175], [-10.68415, -0.76208, 1.03748], [-9.25629, -0.36863, -0.95359], [-7.00866, 0.64913, -0.68713], [-6.19682, 1.29104, 1.56846], [-7.63593, 0.92237, 3.55631], [5.55497, 0.42725, 0.07221], [4.84871, 1.14106, 1.03991], [5.50983, 2.06905, 1.84400], [6.87671, 2.29054, 1.67345], [7.58219, 1.57939, 0.70316], [6.92286, 0.64465, -0.09464], [5.04005, -0.29837, -0.55196], [3.78225, 0.97339, 1.16808], [4.96058, 2.62021, 2.60246], [7.39113, 3.01723, 2.29668], [8.64707, 1.75330, 0.56929], [7.47388, 0.08683, -0.84670]],
  "forces_ev_per_a": [[-4.76, -4.09, 6.27], [3.07, 3.22, -4.25], [4.95, 0.84, -0.77], [-3.60, -2.37, 0.64], [-1.70, -0.59, -0.13], [-0.24, 2.87, 1.70], [2.60, 2.62, -2.35], [-0.71, 0.38, -3.25], [1.30, 0.99, -1.42], [-2.24, -1.00, -0.75], [0.27, 0.95, 0.77], [0.72, -0.99, 0.25], [0.97, -0.73, 1.45], [0.62, -2.19, 0.55], [-0.97, 0.37, 1.37], [-0.03, -0.08, -0.21], [-0.18, 0.01, -0.02], [-0.18, 0.12, 0.07], [0.09, 0.07, 0.15], [0.16, 0.00, 0.05], [0.13, -0.06, -0.10], [-0.07, -0.09, -0.15], [-0.15, -0.02, -0.04], [-0.08, 0.08, 0.07], [0.05, 0.07, 0.13], [0.17, 0.00, 0.04], [0.09, -0.04, -0.07], [0.09, -0.11, 0.04], [0.09, -0.04, 0.17], [-0.05, 0.07, 0.16], [-0.13, 0.14, -0.04], [-0.04, 0.05, -0.13], [0.07, -0.10, -0.18], [0.12, -0.17, 0.04], [0.06, -0.04, 0.13], [-0.05, 0.06, 0.12], [-0.11, 0.12, -0.01], [-0.06, 0.05, -0.15], [0.03, -0.07, -0.12], [0.15, 0.05, -0.13], [0.13, 0.07, -0.01], [0.05, 0.05, 0.13], [-0.20, -0.04, 0.23], [0.00, -0.09, -0.06], [-0.13, -0.08, -0.18], [0.08, 0.02, -0.13], [0.15, 0.07, 0.01], [0.04, 0.02, 0.13], [-0.06, -0.05, 0.09], [-0.42, -0.25, -0.03], [-0.01, -0.02, -0.15], [0.11, 0.12, 0.05], [0.20, 0.07, -0.06], [0.09, -0.03, -0.11], [-0.08, -0.13, -0.13], [-0.17, -0.01, 0.05], [-0.14, 0.08, 0.12], [0.09, 0.09, 0.10], [0.11, -0.07, 0.04], [0.06, -0.08, -0.08], [-0.08, -0.11, -0.09], [-0.17, -0.03, 0.02], [-0.08, 0.08, 0.10]]
}

=====

# 2
{
  "formula": "C22H42N8O3",
  "method": "the ωB97M-V functional and the def2-TZVPD basis",
  "homo_lumo_gap_ev": 10.46,
  "energy_ha": -1526.7616,
  "homo_ha": -0.3756,
  "largest_force_ev_per_a": 10.77,
  "species": ["C", "C", "N", "H", "H", "H", "C", "C", "N", "H", "H", "H", "C", "C", "N", "H", "H", "H", "C", "C", "N", "H", "H", "H", "C", "C", "N", "H", "H", "H", "C", "C", "N", "H", "H", "H", "C", "C", "N", "H", "H", "H", "C", "C", "N", "H", "H", "H", "C", "C", "O", "H", "H", "H", "H", "H", "H", "C", "C", "O", "H", "H", "H", "H", "H", "H", "C", "C", "O", "H", "H", "H", "H", "H", "H"],
  "positions_angstrom": [[52.98700, 46.77000, 56.95500], [53.03200, 47.20400, 58.40700], [53.12800, 47.57200, 59.54000], [53.80400, 45.99900, 56.74700], [51.94500, 46.47300, 56.82800], [53.08300, 47.65300, 56.38400], [57.46500, 52.69400, 62.83400], [58.99700, 52.58500, 62.53900], [60.20400, 52.59600, 62.34900], [57.22900, 53.79100, 63.37700], [56.84500, 52.70400, 61.86200], [57.18600, 51.57900, 63.44500], [53.95900, 48.64800, 65.19000], [53.07900, 48.12300, 66.31500], [52.38100, 47.67000, 67.21800], [53.61600, 48.35600, 64.29300], [54.37000, 49.61500, 65.26600], [54.93300, 48.21900, 65.26100], [56.23000, 51.53400, 67.01500], [56.87100, 50.31700, 66.44900], [57.32900, 49.40600, 66.00000], [56.62400, 52.46400, 66.79300], [54.98900, 51.43300, 66.93100], [56.33500, 51.79600, 68.13500], [58.30300, 51.08500, 58.82800], [57.52900, 52.09100, 58.40100], [56.87200, 52.99200, 57.94600], [58.67500, 51.33600, 59.67000], [57.88000, 50.14700, 58.98500], [59.15900, 50.86500, 58.35800], [51.96400, 51.11900, 63.15200], [53.12200, 52.03000, 63.29500], [54.10700, 52.61800, 63.49900], [51.83900, 50.60300, 64.04700], [50.84600, 51.55200, 62.68500], [52.22900, 50.26300, 62.42700], [59.77400, 45.78800, 60.81700], [59.76400, 47.09700, 60.00800], [59.82800, 48.05600, 59.36400], [59.75200, 44.97100, 60.23000], [60.80200, 45.50800, 61.39000], [59.07700, 45.88500, 61.51600], [55.83000, 45.17800, 61.15200], [55.32400, 44.41400, 59.87700], [54.92600, 43.86700, 58.93500], [56.71000, 45.82800, 60.79400], [54.88600, 45.72700, 61.34300], [56.29500, 44.53200, 61.92400], [57.24100, 45.31000, 64.56100], [56.69800, 44.25500, 65.52200], [57.66500, 44.17800, 66.54600], [57.70100, 46.02300, 65.19500], [56.59900, 45.65900, 63.79400], [58.22800, 44.90400, 64.03500], [56.54100, 43.45500, 64.90700], [55.67800, 44.47200, 66.00300], [57.35200, 43.59300, 67.18600], [56.61800, 48.62700, 62.43800], [55.26800, 49.18500, 61.76800], [55.84600, 49.48900, 60.55700], [56.44800, 48.38100, 63.47500], [57.26500, 49.46200, 62.41400], [57.13300, 47.72100, 61.98300], [54.87000, 50.08500, 62.10100], [54.34400, 48.34800, 61.79200], [55.07000, 49.65500, 60.08100], [53.27700, 51.19700, 58.96200], [53.97400, 50.73900, 57.71800], [54.86700, 49.77100, 58.01600], [52.58300, 52.06800, 58.79400], [53.89400, 51.62300, 59.61200], [52.55600, 50.40300, 59.30800], [54.29600, 51.52600, 57.05000], [53.16900, 50.26900, 57.09000], [55.12800, 49.76100, 57.21900]],
  "forces_ev_per_a": [[0.27, -0.75, 2.28], [0.98, 1.15, 3.64], [-0.62, -1.68, -4.84], [-1.47, 0.99, 0.26], [0.30, -0.72, -0.36], [0.53, 0.92, -0.80], [0.13, -0.76, 0.73], [4.55, 0.70, -0.75], [-7.26, -0.23, 1.11], [0.69, -3.48, -1.06], [1.22, -0.16, 1.46], [0.60, 3.87, -1.51], [0.61, -1.03, 4.03], [-3.26, -1.89, 4.52], [4.49, 2.95, -5.88], [-1.56, -0.52, -3.24], [-0.90, 1.91, 0.13], [0.69, -1.43, 0.37], [-3.84, -1.63, 2.70], [-2.22, 5.32, 2.82], [1.83, -3.91, -1.98], [0.57, 1.65, -2.23], [3.52, 0.56, -0.25], [0.10, -1.94, -1.09], [-1.00, -3.35, -1.41], [-5.98, 7.61, -4.73], [3.02, -4.31, 2.40], [2.37, 1.76, 6.54], [-1.51, -1.47, 0.17], [3.04, -0.35, -2.89], [-1.87, 0.23, -4.01], [0.78, 0.44, 0.20], [-1.74, -0.90, -0.44], [-0.65, -0.49, 1.79], [3.66, -0.84, 1.69], [-0.15, 1.49, 0.76], [5.60, 3.08, -0.34], [0.96, -1.02, 0.29], [-0.31, -0.95, 0.74], [-1.05, -2.58, -2.34], [-2.07, 1.63, -1.23], [-3.15, -0.11, 2.90], [0.34, -0.31, -3.03], [0.87, -0.13, 0.86], [0.43, 0.79, 1.12], [-1.75, -0.54, 0.44], [1.06, 0.14, 0.87], [-1.07, 0.12, -0.46], [2.77, -1.64, -0.01], [-1.08, 3.01, 0.95], [0.77, 0.67, -1.64], [-0.13, 1.60, 0.29], [-0.76, 0.58, -0.35], [-2.10, 0.26, 0.84], [-0.08, -3.16, -0.91], [1.23, 0.26, -0.86], [-0.63, -1.50, 1.74], [-2.12, -0.72, 0.97], [1.71, -4.97, 1.08], [0.04, -0.35, -0.96], [0.15, -0.14, 0.56], [1.03, 0.71, -0.08], [-1.16, 1.30, -0.02], [-0.62, 1.52, 1.88], [2.39, 1.89, -0.51], [-1.16, 0.67, -2.65], [-4.62, -0.29, -2.58], [-4.93, 1.23, -0.30], [-1.20, -0.35, 8.01], [0.49, -0.74, -0.51], [2.92, 1.02, 3.34], [1.28, 0.57, 0.25], [0.94, 0.57, 0.34], [0.12, 0.20, 0.21], [4.99, -2.00, -9.03]]
}

=====

# 3
{
  "formula": "C18H42I3O5P3S",
  "method": "the ωB97M-V functional and the def2-TZVPD basis",
  "homo_lumo_gap_ev": 7.50,
  "energy_ha": -3402.5336,
  "homo_ha": -0.3003,
  "largest_force_ev_per_a": 1.96,
  "species": ["O", "C", "I", "C", "P", "I", "C", "O", "C", "O", "C", "C", "O", "P", "S", "P", "O", "I", "H", "H", "H", "H", "H", "H", "H", "H", "H", "H", "H", "H", "H", "H", "C", "C", "C", "C", "C", "C", "H", "H", "H", "H", "H", "H", "H", "H", "H", "H", "H", "H", "H", "H", "C", "C", "C", "C", "C", "C", "H", "H", "H", "H", "H", "H", "H", "H", "H", "H", "H", "H", "H", "H"],
  "positions_angstrom": [[5.90923, 0.99927, -2.76623], [5.21373, 1.93381, -2.48383], [6.10229, 3.91124, -2.38561], [3.75653, 1.81809, -2.07279], [2.50849, 1.88715, -3.44784], [2.69408, -0.73801, -3.63481], [0.71287, 1.71052, -2.99092], [0.01511, 1.00036, -3.99085], [-1.32118, 1.39208, -4.07187], [-2.04827, 1.02059, -2.95251], [-2.38236, 2.06389, -2.04977], [-3.37309, 3.08107, -2.57879], [-2.73243, 4.30204, -2.96176], [2.99773, 1.94085, -5.63502], [4.89068, 2.17584, -5.98453], [2.55085, 4.16965, -3.39328], [1.30554, 4.48627, -4.43417], [1.57727, 4.76211, -1.21533], [3.54392, 2.56543, -1.32187], [3.66021, 0.85461, -1.60794], [0.30315, 2.70791, -2.91607], [0.63939, 1.18910, -2.04509], [-1.38347, 2.45904, -4.27408], [-1.71552, 0.85802, -4.92088], [-2.80893, 1.57025, -1.19164], [-1.50433, 2.58349, -1.69020], [-4.02697, 3.35275, -1.76451], [-3.94381, 2.67582, -3.39973], [-2.64002, 4.31423, -3.91075], [2.22691, 2.98006, -6.18602], [2.50497, 0.72880, -6.12186], [0.89531, 5.31784, -4.18844], [-0.66938, 1.14128, 1.49781], [-2.10525, 0.66763, 1.70129], [-2.75614, 1.22552, 2.96440], [-2.06627, 0.81817, 4.26723], [-1.94791, -0.68991, 4.48562], [-3.29605, -1.39992, 4.57723], [-0.02362, 0.81927, 2.31556], [-0.25888, 0.72859, 0.57318], [-0.62021, 2.23067, 1.43226], [-2.12790, -0.42594, 1.71656], [-2.70508, 0.97151, 0.83946], [-3.80356, 0.91336, 2.99009], [-2.77217, 2.31835, 2.90620], [-2.61831, 1.25765, 5.10349], [-1.06623, 1.25856, 4.30438], [-1.39708, -0.86021, 5.41364], [-1.34982, -1.14152, 3.68890], [-3.89345, -0.99506, 5.39626], [-3.15883, -2.46640, 4.75905], [-3.87075, -1.29668, 3.65564], [0.08769, -2.91201, 0.01231], [0.44697, -2.64049, 1.47147], [1.77859, -3.25621, 1.89503], [1.83543, -4.78190, 1.81362], [0.76830, -5.50653, 2.63257], [0.86669, -5.23873, 4.13237], [-0.02593, -3.97857, -0.18435], [-0.85581, -2.43032, -0.25045], [0.85857, -2.52447, -0.65708], [-0.35942, -2.99662, 2.11983], [0.50322, -1.55847, 1.62003], [2.00800, -2.93587, 2.91523], [2.57527, -2.84506, 1.26738], [2.82412, -5.11003, 2.14851], [1.75362, -5.09575, 0.76974], [0.87243, -6.58019, 2.45953], [-0.22954, -5.23581, 2.27736], [1.84138, -5.54346, 4.51798], [0.10312, -5.79682, 4.67541], [0.72626, -4.18181, 4.36420]],
  "forces_ev_per_a": [[-1.10, 1.38, 0.45], [1.27, -1.38, -0.56], [-0.13, -0.19, 0.06], [0.38, 0.17, -0.03], [-0.74, 0.11, 0.33], [0.14, -0.79, -0.08], [-0.09, -0.30, -0.43], [0.66, 0.09, -0.11], [-0.11, -0.24, -0.28], [-0.17, 0.05, 0.14], [-0.21, -0.25, 0.00], [0.66, 0.50, 0.24], [-0.01, -0.01, 0.09], [1.15, 0.01, -0.64], [-0.18, 0.10, 0.25], [0.90, 0.93, -0.28], [-0.30, -0.57, 0.18], [-0.18, -0.17, 0.16], [-0.21, 0.49, -0.04], [-0.12, -0.53, 0.06], [-0.07, 0.36, 0.15], [0.14, -0.05, 0.45], [0.00, 0.40, 0.15], [-0.11, -0.29, -0.31], [-0.20, -0.33, 0.20], [0.37, 0.29, 0.06], [-0.42, 0.04, 0.17], [-0.35, -0.26, -0.20], [0.04, 0.09, -0.37], [-0.32, -0.13, 0.23], [-0.49, 0.07, 0.15], [-0.18, 0.36, -0.16], [-0.07, -0.09, -0.10], [0.05, 0.07, -0.02], [-0.04, -0.02, 0.03], [0.04, 0.00, -0.01], [-0.10, 0.01, 0.06], [0.11, -0.03, -0.05], [0.03, 0.03, 0.00], [0.04, 0.02, 0.00], [0.01, 0.02, 0.03], [-0.02, 0.00, 0.00], [-0.02, -0.05, 0.03], [0.00, -0.01, 0.02], [0.01, 0.01, -0.02], [0.00, -0.01, 0.02], [0.00, 0.02, -0.01], [0.04, -0.02, -0.01], [0.02, 0.02, 0.00], [-0.03, 0.02, -0.01], [-0.03, -0.01, 0.01], [-0.02, 0.00, 0.00], [-0.06, 0.05, 0.10], [0.01, 0.04, -0.15], [0.02, 0.02, 0.07], [-0.03, 0.00, -0.04], [0.09, -0.01, 0.10], [-0.10, -0.02, -0.08], [0.01, -0.02, -0.02], [0.00, 0.01, -0.03], [0.02, -0.02, -0.03], [0.02, 0.00, 0.03], [-0.02, 0.01, 0.05], [0.01, -0.01, 0.01], [-0.01, 0.01, -0.02], [0.00, -0.02, 0.01], [0.01, 0.01, -0.01], [-0.04, -0.02, -0.02], [0.00, 0.00, -0.03], [0.02, 0.03, 0.01], [0.01, 0.00, 0.03], [0.01, 0.01, 0.01]]
}

=====

# 4
{
  "formula": "C7H10N4O7SZr",
  "method": "the ωB97M-V functional and the def2-TZVPD basis",
  "homo_lumo_gap_ev": 9.68,
  "energy_ha": -1463.9474,
  "relative_energy_kcal_mol": 2.45,
  "homo_ha": -0.3612,
  "largest_force_ev_per_a": 0.48,
  "species": ["Zr", "N", "C", "C", "O", "N", "C", "C", "O", "O", "H", "H", "H", "H", "H", "H", "O", "S", "O", "O", "O", "N", "C", "C", "N", "C", "H", "H", "H", "H"],
  "positions_angstrom": [[-0.41198, 0.73689, -0.35935], [1.29480, 1.24764, 1.16868], [2.67143, 1.12204, 0.65196], [2.68268, 0.72667, -0.81850], [3.73979, 0.60890, -1.40524], [1.44381, 0.49677, -1.33676], [1.41713, -0.00111, -2.71060], [0.07792, -0.67983, -2.94269], [-0.14680, -1.43006, -3.85086], [-0.82352, -0.34692, -2.00964], [1.16604, 0.74698, 2.04135], [1.04157, 2.21196, 1.37181], [3.22581, 2.05065, 0.77286], [3.20805, 0.34413, 1.19345], [1.52121, 0.80908, -3.43860], [2.23022, -0.70063, -2.90107], [-1.37584, 1.80843, 1.55596], [-2.04852, 2.53542, 0.42443], [-2.81973, 3.67729, 0.74428], [-0.79731, 2.80451, -0.46923], [-2.68064, 1.42775, -0.35308], [-1.80022, -3.13907, 1.11532], [-1.98064, -2.47976, 2.30971], [-1.51005, -1.22355, 2.11479], [-1.04122, -1.12001, 0.81745], [-1.24289, -2.29450, 0.24263], [-2.06380, -4.08934, 0.91709], [-2.43731, -2.94528, 3.16359], [-1.51617, -0.37498, 2.77592], [-1.02380, -2.53007, -0.78564]],
  "forces_ev_per_a": [[-0.47, 0.08, 0.07], [-0.07, -0.03, -0.02], [-0.03, -0.03, -0.01], [0.05, 0.05, 0.01], [-0.01, -0.01, -0.01], [0.18, -0.05, -0.16], [0.04, 0.02, 0.06], [0.04, 0.00, 0.02], [-0.01, -0.02, 0.02], [-0.06, -0.04, -0.10], [0.03, 0.02, 0.02], [0.02, 0.01, 0.00], [0.02, -0.01, -0.01], [0.01, 0.03, 0.03], [0.02, 0.00, 0.01], [0.00, -0.01, 0.01], [0.10, -0.09, 0.26], [0.05, -0.13, -0.20], [0.01, 0.01, 0.00], [-0.01, 0.14, 0.03], [0.07, 0.00, -0.02], [-0.01, -0.08, -0.01], [0.00, 0.10, 0.08], [-0.03, -0.03, -0.04], [0.00, 0.01, 0.01], [0.04, 0.06, -0.01], [0.00, 0.01, -0.03], [0.01, -0.01, 0.00], [0.01, 0.01, -0.01], [-0.01, -0.01, 0.00]]
}